{"formula": "C5H9N4O", "method": "the ωB97M-V functional and the def2-TZVPD basis", "species": ["C", "O", "N", "C", "N", "C", "C", "N", "C", "N", "H", "H", "H", "H", "H", "H", "H", "H", "H"], "coordinates": [[2.264, -0.723, -0.432], [1.413, -0.414, 0.631], [0.053, -0.083, 0.296], [-0.306, 1.351, 0.270], [0.721, 2.145, 0.362], [-1.699, 1.557, 0.035], [-2.583, 0.467, -0.163], [-2.152, -0.795, -0.136], [-0.895, -1.016, 0.133], [-0.515, -2.276, 0.215], [2.494, 0.155, -1.082], [2.088, -1.494, -1.095], [3.266, -1.066, 0.083], [0.739, 3.115, 0.378], [1.657, 1.554, 0.598], [-1.972, 2.534, -0.205], [-3.620, 0.691, -0.368], [-1.192, -3.011, -0.168], [0.238, -2.690, 0.648]], "lowdin_charge": [-0.078, -0.100, 0.082, -0.196, 0.214, 0.027, -0.042, 0.140, -0.403, 0.216, 0.106, 0.060, 0.158, 0.115, 0.202, 0.094, 0.129, 0.184, 0.093], "fmax_ev_per_a": 5.34, "molar_mass_g_mol": 141.2, "e_above_lowest_kj_mol": 258.3, "homo_ev": -13.1, "homo_lumo_gap_ev": 9.3, "total_charge": 1, "smiles": "COn1c(N)ccnc1=[NH2+]"}

***

{"formula": "C78H73N5O10", "method": "the ωB97M-V functional and the def2-TZVPD basis", "species": ["C", "C", "C", "C", "C", "C", "N", "O", "O", "H", "H", "H", "H", "H", "C", "C", "C", "C", "C", "C", "N", "O", "O", "H", "H", "H", "H", "H", "C", "C", "C", "C", "C", "C", "N", "O", "O", "H", "H", "H", "H", "H", "C", "C", "C", "C", "C", "C", "N", "O", "O", "H", "H", "H", "H", "H", "C", "C", "C", "C", "C", "C", "N", "O", "O", "H", "H", "H", "H", "H", "C", "C", "C", "C", "C", "C", "H", "H", "H", "H", "H", "H", "C", "C", "C", "C", "C", "C", "H", "H", "H", "H", "H", "H", "C", "C", "C", "C", "C", "C", "H", "H", "H", "H", "H", "H", "C", "C", "C", "C", "C", "C", "H", "H", "H", "H", "H", "H", "C", "C", "C", "C", "C", "C", "H", "H", "H", "H", "H", "H", "C", "C", "C", "C", "C", "C", "H", "H", "H", "H", "H", "H", "C", "C", "C", "C", "C", "C", "H", "H", "H", "H", "H", "H", "C", "C", "C", "C", "C", "C", "H", "H", "H", "H", "H", "H"], "coordinates": [[13.470, 12.840, 14.977], [14.141, 11.639, 14.731], [15.454, 11.430, 15.127], [16.071, 12.447, 15.876], [15.399, 13.608, 16.250], [14.142, 13.801, 15.763], [17.464, 12.230, 16.348], [17.921, 12.966, 17.231], [18.033, 11.245, 15.899], [12.502, 13.059, 14.624], [13.665, 10.864, 14.163], [16.110, 10.600, 14.795], [15.878, 14.275, 16.925], [13.641, 14.716, 15.954], [20.441, 15.885, 12.844], [20.121, 15.951, 11.507], [18.943, 15.462, 11.017], [18.108, 14.915, 12.008], [18.398, 14.728, 13.343], [19.620, 15.253, 13.761], [16.724, 14.639, 11.630], [15.970, 14.134, 12.451], [16.440, 14.893, 10.470], [21.406, 16.234, 13.263], [20.805, 16.526, 10.854], [18.570, 15.548, 10.041], [17.778, 14.085, 13.976], [19.796, 15.230, 14.833], [19.924, 12.593, 21.687], [19.473, 12.378, 20.396], [20.175, 11.539, 19.534], [21.236, 10.866, 20.046], [21.603, 10.894, 21.372], [20.929, 11.803, 22.184], [21.934, 9.903, 19.243], [21.848, 10.068, 18.028], [22.606, 9.050, 19.828], [19.322, 13.245, 22.264], [18.586, 12.847, 20.021], [19.716, 11.333, 18.553], [22.468, 10.258, 21.616], [21.210, 11.925, 23.241], [18.916, 7.177, 13.988], [20.178, 7.614, 14.302], [21.051, 8.029, 13.319], [20.616, 8.053, 12.015], [19.323, 7.726, 11.695], [18.481, 7.160, 12.704], [21.470, 8.671, 10.990], [20.991, 8.810, 9.875], [22.598, 8.951, 11.253], [18.305, 6.699, 14.732], [20.544, 7.728, 15.273], [22.035, 8.428, 13.572], [18.944, 7.967, 10.687], [17.524, 6.699, 12.436], [20.008, 11.626, 10.685], [19.223, 11.839, 9.608], [17.866, 11.558, 9.634], [17.389, 11.017, 10.842], [18.073, 10.833, 12.011], [19.437, 11.114, 11.910], [15.960, 10.626, 10.897], [15.627, 10.024, 11.884], [15.186, 10.792, 9.917], [21.119, 11.605, 10.656], [19.677, 12.212, 8.710], [17.173, 11.706, 8.847], [17.594, 10.560, 12.922], [20.030, 11.101, 12.787], [10.453, 19.230, 16.443], [11.062, 18.853, 17.618], [12.340, 18.347, 17.635], [13.037, 18.264, 16.447], [12.453, 18.643, 15.272], [11.127, 19.084, 15.254], [9.448, 19.623, 16.458], [10.504, 18.843, 18.508], [12.829, 18.021, 18.530], [14.067, 17.894, 16.379], [12.958, 18.652, 14.281], [10.675, 19.365, 14.325], [24.078, 12.463, 13.678], [24.189, 11.362, 14.504], [23.124, 10.822, 15.144], [21.895, 11.416, 14.930], [21.726, 12.562, 14.072], [22.849, 13.029, 13.433], [25.000, 12.815, 13.180], [25.145, 10.809, 14.542], [23.222, 9.932, 15.775], [21.006, 11.063, 15.431], [20.710, 12.919, 13.957], [22.864, 13.855, 12.685], [18.181, 18.770, 15.958], [17.383, 17.652, 15.590], [17.585, 16.449, 16.208], [18.574, 16.350, 17.167], [19.403, 17.408, 17.500], [19.172, 18.655, 16.878], [17.903, 19.747, 15.567], [16.592, 17.814, 14.889], [17.043, 15.585, 15.941], [18.716, 15.398, 17.584], [20.221, 17.265, 18.235], [19.907, 19.407, 17.016], [8.418, 14.232, 16.760], [9.471, 14.898, 17.388], [10.580, 15.296, 16.609], [10.536, 15.164, 15.208], [9.451, 14.532, 14.616], [8.372, 14.130, 15.396], [7.507, 13.947, 17.237], [9.573, 14.971, 18.456], [11.351, 15.838, 17.131], [11.342, 15.483, 14.523], [9.386, 14.398, 13.549], [7.555, 13.664, 14.900], [10.854, 10.755, 15.014], [11.141, 10.860, 16.350], [11.600, 9.788, 17.112], [11.824, 8.576, 16.469], [11.619, 8.400, 15.062], [11.163, 9.516, 14.369], [10.555, 11.620, 14.458], [10.895, 11.781, 16.836], [11.793, 9.851, 18.187], [12.204, 7.701, 17.048], [11.822, 7.513, 14.494], [10.997, 9.462, 13.315], [15.197, 18.521, 20.878], [14.400, 17.580, 21.564], [14.463, 16.239, 21.208], [15.325, 15.834, 20.180], [16.066, 16.782, 19.477], [16.020, 18.100, 19.811], [15.124, 19.546, 21.091], [13.751, 17.878, 22.375], [13.877, 15.475, 21.758], [15.466, 14.802, 19.950], [16.542, 16.446, 18.573], [16.567, 18.833, 19.222], [10.717, 11.508, 10.736], [9.906, 12.621, 10.573], [10.430, 13.922, 10.847], [11.740, 14.074, 11.219], [12.571, 12.957, 11.328], [12.035, 11.651, 11.159], [10.371, 10.510, 10.491], [8.845, 12.662, 10.306], [9.737, 14.728, 10.708], [12.096, 15.112, 11.345], [13.623, 13.141, 11.620], [12.702, 10.786, 11.149], [24.050, 16.601, 16.848], [24.016, 16.596, 18.233], [23.655, 15.431, 18.857], [23.243, 14.306, 18.138], [23.276, 14.329, 16.735], [23.705, 15.450, 16.122], [24.398, 17.546, 16.399], [24.188, 17.499, 18.721], [23.633, 15.340, 19.973], [22.960, 13.362, 18.669], [23.107, 13.422, 16.172], [23.878, 15.466, 15.071]], "lowdin_charge": [-0.026, -0.046, 0.015, -0.139, -0.025, -0.041, -0.315, 0.045, 0.056, 0.074, 0.096, 0.119, 0.088, 0.088, -0.075, -0.075, 0.014, -0.146, -0.001, -0.076, -0.335, 0.057, 0.071, 0.121, 0.123, 0.106, 0.116, 0.108, -0.072, -0.052, 0.002, -0.200, 0.009, -0.064, -0.325, 0.065, 0.067, 0.100, 0.096, 0.120, 0.130, 0.116, -0.089, -0.057, -0.005, -0.173, 0.004, -0.052, -0.361, 0.059, 0.098, 0.110, 0.094, 0.119, 0.131, 0.117, -0.061, -0.085, 0.031, -0.147, -0.001, -0.035, -0.311, 0.059, 0.045, 0.125, 0.112, 0.111, 0.100, 0.069, -0.092, -0.099, -0.099, -0.113, -0.105, -0.093, 0.104, 0.091, 0.094, 0.099, 0.115, 0.096, -0.104, -0.111, -0.118, -0.084, -0.090, -0.122, 0.117, 0.118, 0.107, 0.090, 0.077, 0.115, -0.088, -0.068, -0.131, -0.125, -0.055, -0.096, 0.105, 0.095, 0.063, 0.078, 0.116, 0.091, -0.101, -0.073, -0.078, -0.093, -0.096, -0.101, 0.094, 0.096, 0.078, 0.106, 0.085, 0.096, -0.088, -0.116, -0.092, -0.092, -0.077, -0.092, 0.087, 0.094, 0.105, 0.106, 0.092, 0.081, -0.072, -0.096, -0.100, -0.085, -0.103, -0.086, 0.081, 0.096, 0.109, 0.087, 0.067, 0.105, -0.111, -0.085, -0.119, -0.115, -0.074, -0.087, 0.099, 0.100, 0.091, 0.111, 0.091, 0.092, -0.084, -0.113, -0.109, -0.070, -0.086, -0.103, 0.107, 0.081, 0.114, 0.109, 0.073, 0.087], "fmax_ev_per_a": 3.91, "molar_mass_g_mol": 1240.5, "homo_ev": -9.0, "homo_lumo_gap_ev": 8.1}

***

{"formula": "C5H6N2O", "method": "the ωB97M-V functional and the def2-TZVPD basis", "species": ["H", "N", "C", "N", "C", "O", "C", "C", "C", "H", "H", "H", "H", "H"], "coordinates": [[2.573, 1.558, -0.515], [1.566, 1.336, -0.648], [1.390, 0.047, -0.165], [2.306, -0.996, 0.435], [-0.056, -0.355, -0.328], [-0.353, -1.528, -0.842], [-0.973, 0.777, 0.152], [-2.332, 0.169, -0.188], [-3.464, -0.272, 0.055], [3.401, -0.933, 0.796], [1.898, -1.934, 0.101], [-0.582, 1.793, -0.387], [-0.976, 1.157, 1.281], [-4.399, -0.819, 0.253]], "lowdin_charge": [0.045, 0.087, -0.320, 0.038, -0.309, 0.023, -0.145, -0.144, 0.099, 0.168, 0.098, 0.152, 0.168, 0.040], "fmax_ev_per_a": 6.88, "molar_mass_g_mol": 110.1, "e_above_lowest_kj_mol": 473.3, "homo_ev": -9.8, "homo_lumo_gap_ev": 9.7, "smiles": "[H]/N=C(\\N)C(=O)CC#C"}

***

{"formula": "C3H12N3O", "method": "the ωB97M-V functional and the def2-TZVPD basis", "species": ["C", "N", "C", "N", "H", "H", "H", "H", "H", "H", "H", "H", "N", "C", "O", "H", "H", "H", "H"], "coordinates": [[-0.242, -2.120, -0.712], [0.568, -0.909, -0.656], [0.150, -0.002, -1.724], [0.466, -0.461, -3.066], [-0.037, -2.719, 0.173], [-1.319, -1.897, -0.692], [-0.030, -2.688, -1.618], [0.183, -0.411, 0.203], [0.674, 0.936, -1.555], [-0.922, 0.207, -1.653], [1.405, -0.827, -3.074], [-0.194, -1.137, -3.421], [-0.347, 1.919, 3.162], [0.219, 1.253, 1.949], [-0.683, 0.551, 1.225], [-1.251, 2.289, 2.894], [-0.546, 1.187, 3.839], [0.704, 2.083, 1.382], [1.031, 0.606, 2.355]], "lowdin_charge": [-0.186, -0.143, -0.373, -0.017, 0.063, 0.070, 0.046, 0.030, 0.100, 0.103, 0.049, 0.039, -0.051, -0.587, -0.343, 0.024, 0.022, 0.074, 0.080], "fmax_ev_per_a": 0.69, "molar_mass_g_mol": 106.1, "e_above_lowest_kj_mol": 22.1, "homo_ev": -3.2, "homo_lumo_gap_ev": 7.3, "total_charge": -1}

***

Number 1: LUMO -3.816 eV. Number 2: LUMO -0.865 eV. Number 3: LUMO -0.140 eV. Number 4: LUMO 4.105 eV.